Entry from the OMol25 dataset: a cluster of 6 separate species, C41H96B2N7O6S in total (the ωB97M-V functional and the def2-TZVPD basis).

As for the total charge: +1. The calculation puts the HOMO energy at -9.02 eV. The calculation puts the lowest unoccupied orbital energy at -4.24 eV. The value obtained for the relative energy (zero: lowest compared OMol25 entry of this formula, charge and spin) is 9.89 kcal/mol.

Last column: Mulliken charge in e.
Atoms and positions in Å:
C -5.1028 -5.7025 -2.6179  -1.215
C -4.0949 -5.1240 -1.6102  -0.553
C -2.6349 -5.3459 -2.0092  -0.111
O -2.0059 -4.0566 -2.1815  -0.310
C -0.6471 -4.0246 -1.9142  -0.573
N -0.0052 -3.2134 -2.9759  1.101
N 0.4523 -2.0237 -2.5625  -1.162
C 0.9552 -1.2805 -3.5124  0.147
O 1.4336 -0.0797 -3.1722  -0.449
C 0.5702 0.7225 -2.3434  -0.108
C -0.8171 0.9602 -2.9409  -1.093
C 1.0264 -1.6554 -4.8819  0.355
S 1.7139 -0.5386 -6.0659  -0.095
C 0.5846 -2.8774 -5.2521  0.850
B 0.6541 -3.2828 -6.7995  0.519
C -0.6650 -3.1939 -7.6442  -0.984
O 1.8306 -3.6985 -7.3400  -0.631
C 0.0554 -3.6634 -4.2111  -0.384
O -0.4509 -4.8923 -4.4544  -0.523
B 0.4746 -5.9552 -4.5080  0.691
O 0.0868 -7.2062 -4.1429  -0.376
O 1.7222 -5.7284 -5.0171  -0.516
H -4.7098 -6.5495 -3.1619  0.441
H -5.9964 -5.9677 -2.0682  0.374
H -5.4028 -4.9001 -3.2800  0.222
H -4.2536 -5.4954 -0.6038  0.339
H -4.2448 -4.0526 -1.5738  0.297
H -2.1095 -5.9534 -1.2787  0.376
H -2.6326 -5.8313 -2.9808  0.101
H -0.4774 -3.5145 -0.9735  0.432
H -0.1869 -5.0064 -1.8476  0.308
H 0.4789 0.3218 -1.3431  0.273
H 1.0602 1.6787 -2.2399  0.200
H -0.9390 0.5276 -3.9280  0.363
H -0.9967 2.0212 -3.0594  0.328
H -1.5918 0.6017 -2.2768  0.335
H 0.5631 -0.1203 -6.6189  0.196
H -1.1510 -2.2284 -7.5552  0.346
H -0.4421 -3.4122 -8.6807  0.282
H -1.3628 -3.9556 -7.2930  0.356
H 1.7258 -4.6047 -7.6517  0.315
H -0.2328 -7.2374 -3.2375  0.300
H 2.3802 -5.8020 -4.3171  0.165
C -10.2698 -3.2703 -1.4608  -1.392
C -9.4866 -2.5548 -2.5509  -0.401
N -8.7962 -3.4644 -3.4468  0.262
C -7.8165 -2.8096 -4.2917  -0.624
C -8.3099 -1.7820 -5.3177  -1.190
C -9.6296 -4.4631 -4.0953  -0.752
C -10.8119 -3.9762 -4.9426  -1.014
H -9.6309 -3.9648 -0.9138  0.304
H -10.6625 -2.5416 -0.7512  0.433
H -11.1197 -3.8234 -1.8612  0.294
H -8.7343 -1.9250 -2.0682  0.449
H -10.1650 -1.8739 -3.0877  0.277
H -7.2375 -3.5787 -4.8130  0.309
H -7.0978 -2.3085 -3.6326  0.405
H -8.8044 -2.2557 -6.1640  0.255
H -7.4582 -1.2269 -5.7177  0.431
H -8.9926 -1.0561 -4.8766  0.285
H -10.0205 -5.1285 -3.3215  0.424
H -8.9881 -5.1012 -4.7084  0.349
H -11.3948 -3.2076 -4.4340  0.251
H -11.4838 -4.8124 -5.1438  0.386
H -10.4940 -3.5843 -5.9073  0.266
C 5.2829 -4.1852 -4.4934  -1.154
C 6.2534 -4.2180 -3.3252  -0.469
N 5.8194 -5.1070 -2.2628  0.184
C 6.5581 -4.9300 -1.0215  -0.678
C 8.0562 -5.2519 -1.0207  -0.987
C 5.5653 -6.4815 -2.6590  0.087
C 6.7021 -7.2652 -3.3247  -1.150
H 4.2715 -3.9520 -4.1457  0.107
H 5.5776 -3.4172 -5.2085  0.486
H 5.2558 -5.1340 -5.0315  0.262
H 6.3218 -3.2085 -2.9127  0.474
H 7.2561 -4.4686 -3.7015  0.258
H 6.0683 -5.5175 -0.2405  0.350
H 6.4347 -3.8867 -0.7148  0.402
H 8.2442 -6.3239 -1.0457  0.229
H 8.5088 -4.8716 -0.1036  0.402
H 8.5781 -4.7873 -1.8573  0.279
H 4.7107 -6.4841 -3.3464  -0.456
H 5.2159 -7.0324 -1.7824  0.461
H 7.1987 -6.6887 -4.1057  0.246
H 6.3000 -8.1659 -3.7925  0.438
H 7.4520 -7.5877 -2.6057  0.284
C 1.0686 8.1057 0.7246  -1.538
C 0.6270 6.6563 0.5935  0.059
N 1.3326 5.9296 -0.4441  0.176
C 0.7150 4.6623 -0.7713  -0.873
C 0.6658 3.5775 0.3157  -0.712
C 2.7814 5.9253 -0.3358  -0.714
C 3.4055 5.3822 0.9568  -0.890
H 1.0006 8.6215 -0.2335  0.347
H 0.4228 8.6235 1.4342  0.454
H 2.0911 8.1925 1.0938  0.294
H -0.4378 6.6568 0.3446  0.439
H 0.7180 6.1612 1.5739  -0.076
H 1.2098 4.2545 -1.6597  0.374
H -0.3134 4.8700 -1.0866  0.334
H 1.6421 3.1235 0.4827  0.261
H -0.0104 2.7762 0.0014  0.435
H 0.2926 3.9606 1.2659  0.101
H 3.1316 6.9508 -0.4748  0.367
H 3.1894 5.3779 -1.1893  0.348
H 2.9172 5.7770 1.8487  0.205
H 4.4553 5.6765 1.0055  0.388
H 3.3779 4.2942 1.0030  0.254
C -0.6306 2.5340 7.8124  -1.465
C -0.8350 3.6458 6.7941  -0.489
N -0.0976 3.4324 5.5635  0.514
C -0.0337 4.6092 4.7174  -0.620
C -1.3400 5.1512 4.1242  -1.315
C -0.3486 2.1767 4.8833  -0.760
C -1.7917 1.8531 4.4713  -1.066
H 0.4308 2.3697 8.0018  0.234
H -1.1044 2.8073 8.7558  0.452
H -1.0744 1.5918 7.4876  0.334
H -0.4795 4.5793 7.2385  0.461
H -1.9148 3.7746 6.6191  0.313
H 0.6700 4.4109 3.9019  0.426
H 0.4292 5.4097 5.3042  0.194
H -1.7109 4.5206 3.3161  0.205
H -1.1597 6.1412 3.6990  0.429
H -2.1258 5.2567 4.8722  0.389
H 0.0071 1.3674 5.5271  0.447
H 0.2951 2.1295 4.0004  0.397
H -2.5025 2.0448 5.2756  0.256
H -1.8689 0.7936 4.2160  0.399
H -2.1055 2.4168 3.5938  0.254
C 3.2481 3.8288 7.0322  -1.088
C 4.2852 4.8945 7.3492  -0.463
N 3.7101 6.2218 7.4556  0.206
C 4.7007 7.2839 7.4591  -0.693
C 5.6882 7.3486 8.6305  -1.002
C 2.6246 6.3600 8.4096  0.049
C 2.8947 5.9817 9.8717  -1.167
H 2.6714 4.0943 6.1455  0.138
H 3.7417 2.8746 6.8407  0.483
H 2.5538 3.6744 7.8592  0.135
H 5.0172 4.9094 6.5374  0.478
H 4.8344 4.6000 8.2577  0.245
H 4.1808 8.2425 7.3806  0.357
H 5.2783 7.1946 6.5333  0.418
H 5.2161 7.7084 9.5434  0.224
H 6.4917 8.0481 8.3913  0.407
H 6.1487 6.3817 8.8344  0.279
H 1.7853 5.7540 8.0545  -0.472
H 2.2585 7.3887 8.3675  0.491
H 3.4145 5.0269 9.9612  0.242
H 1.9462 5.8860 10.4044  0.432
H 3.4768 6.7401 10.3922  0.293